Record 1
# C39H46BBrF4N9O6P2SSn

A structure of composition C39H46BBrF4N9O6P2SSn (ωB97M-V/def2-TZVPD, the Open Molecules 2025 dataset).

Geometry (Å):
Sn  1.321  -0.939  0.497
Br  3.747  4.780  -6.135
C  4.677  4.613  -4.527
C  5.215  5.760  -3.935
C  5.868  5.644  -2.738
C  5.949  4.383  -2.107
C  5.453  3.222  -2.747
C  4.813  3.344  -3.953
N  6.513  4.401  -0.876
N  6.570  3.470  -0.078
C  5.842  2.620  0.554
C  6.507  1.453  1.115
C  5.811  0.409  1.562
C  4.338  0.390  1.517
O  3.723  -0.626  1.762
C  3.662  1.682  1.158
N  2.348  1.718  1.291
C  1.694  2.843  1.029
C  2.347  4.005  0.631
C  3.714  3.976  0.478
C  4.399  2.789  0.726
H  5.114  6.720  -4.420
H  6.300  6.505  -2.244
H  5.569  2.241  -2.302
H  4.412  2.467  -4.441
H  7.588  1.433  1.082
H  6.305  -0.486  1.917
H  0.618  2.802  1.176
H  1.790  4.914  0.456
H  4.245  4.875  0.192
C  -1.259  -9.077  0.640
C  -1.198  -7.576  0.572
C  -2.329  -6.826  0.268
C  -2.264  -5.442  0.183
C  -1.057  -4.806  0.407
C  0.086  -5.533  0.720
C  0.006  -6.909  0.805
S  -0.902  -3.066  0.131
O  -2.200  -2.571  -0.260
O  0.213  -2.910  -0.796
N  -0.345  -2.352  1.439
C  -0.963  -2.274  2.663
C  -1.945  -3.123  3.135
C  -2.439  -3.008  4.446
C  -2.005  -2.020  5.279
C  -1.042  -1.094  4.820
C  -0.587  -0.021  5.611
C  0.346  0.834  5.104
C  0.833  0.618  3.806
N  0.441  -0.367  3.030
C  -0.498  -1.222  3.518
H  -2.278  -9.438  0.518
H  -0.876  -9.436  1.596
H  -0.642  -9.519  -0.145
H  -3.271  -7.329  0.085
H  -3.138  -4.851  -0.058
H  1.021  -5.012  0.883
H  0.895  -7.485  1.036
H  -2.311  -3.909  2.490
H  -3.179  -3.718  4.793
H  -2.384  -1.929  6.289
H  -0.989  0.107  6.609
H  0.724  1.663  5.688
H  1.577  1.282  3.391
C  -3.073  3.963  -0.209
N  -3.820  2.799  0.244
C  -5.190  2.745  -0.238
P  -2.989  1.422  0.620
O  -1.694  1.731  1.244
O  -2.884  0.626  -0.798
P  -1.578  0.246  -1.667
O  -0.427  -0.061  -0.784
N  -2.148  -0.901  -2.667
C  -1.247  -1.900  -3.236
C  -3.564  -1.217  -2.803
N  -1.349  1.616  -2.588
C  -1.698  1.615  -4.005
C  -0.278  2.539  -2.261
N  -4.035  0.481  1.479
C  -4.766  -0.615  0.842
C  -3.680  0.211  2.877
H  -3.536  4.868  0.189
H  -3.048  4.033  -1.303
H  -2.054  3.900  0.166
H  -5.700  3.670  0.035
H  -5.712  1.918  0.237
H  -5.237  2.629  -1.327
H  -0.222  -1.711  -2.929
H  -1.298  -1.875  -4.328
H  -1.531  -2.897  -2.892
H  -4.176  -0.409  -2.412
H  -3.806  -2.134  -2.259
H  -3.796  -1.358  -3.861
H  -2.650  1.114  -4.163
H  -0.933  1.120  -4.613
H  -1.793  2.650  -4.337
H  0.008  2.406  -1.226
H  -0.618  3.568  -2.423
H  0.606  2.364  -2.880
H  -5.154  -0.302  -0.126
H  -5.605  -0.884  1.484
H  -4.127  -1.489  0.688
H  -2.916  0.911  3.207
H  -3.300  -0.808  2.995
H  -4.563  0.326  3.509
F  1.458  0.044  -3.375
B  2.604  -0.009  -2.594
F  2.686  -1.218  -1.868
F  3.751  0.141  -3.375
F  2.588  1.040  -1.603

Calculated values
E_HOMO = -9.593 eV
Gap between HOMO and LUMO = 3.90 eV
Total charge = +1
Multiplicity = 1

Mulliken population analysis, charges in e, atoms 1 to 8: number 1, Sn, carries 1.058; number 2, Br, carries -0.078; number 3, C, carries 0.148; number 4, C, carries -0.482; number 5, C, carries -0.214; number 6, C, carries 0.160; number 7, C, carries -0.224; number 8, C, carries -0.502


Record 2
# H25O13

A cluster of 13 separate species, H25O13 in total (ωB97M-V/def2-TZVPD, the Open Molecules 2025 dataset).

Geometry (Å):
O  -2.421  1.663  -2.912
H  1.189  -1.693  -1.823
H  -1.937  -0.260  -1.057
O  2.163  3.120  -0.961
H  2.009  2.527  -1.705
H  1.778  -3.006  2.803
O  -1.489  -1.129  -0.932
H  -0.820  -0.728  -0.358
O  3.533  -0.170  0.972
H  3.888  0.496  0.374
H  3.955  0.014  1.808
O  -1.426  4.136  -0.537
H  -2.134  0.844  -3.313
H  -1.092  3.938  -1.415
O  -2.131  -3.149  2.324
H  -2.569  -3.143  1.402
H  -1.181  -3.008  2.065
O  1.010  -3.244  2.250
H  -2.919  -0.158  1.499
H  2.472  -0.327  -1.976
O  1.697  -1.187  -1.174
H  -2.060  3.672  -0.007
H  0.893  -2.436  1.709
O  2.570  -0.128  -3.029
H  1.239  3.009  -0.612
H  0.931  0.875  -0.659
O  -1.694  -0.735  2.840
H  -1.693  -1.516  3.503
H  -0.749  -0.804  2.570
O  0.792  -0.920  1.152
H  1.492  -0.324  1.402
H  3.066  -0.921  -3.312
O  0.230  1.099  -1.274
H  -2.624  1.263  1.747
H  1.233  -1.119  0.159
O  -3.184  0.688  1.193
H  0.299  0.527  -2.053
H  -1.651  2.189  -2.690

Calculated values
E_HOMO (alpha / beta) = -10.162 / -10.161 eV
Gap between HOMO and LUMO (alpha / beta) = 9.61 / 4.89 eV
Total charge = 0
Multiplicity = 2
<S²> = 0.759

natural (NBO) population analysis, charges in e, atoms 1 to 8: number 1, O, carries -0.934; number 2, H, carries 0.501; number 3, H, carries 0.493; number 4, O, carries -0.943; number 5, H, carries 0.463; number 6, H, carries 0.464; number 7, O, carries -0.972; number 8, H, carries 0.474


Record 3
# C4H10NO

A structure of composition C4H10NO (ωB97M-V/def2-TZVPD, the Open Molecules 2025 dataset).

Geometry (Å):
C  2.343  -0.021  0.551
C  1.854  -0.774  -0.670
N  0.028  -1.250  -0.552
C  -0.428  0.084  -0.085
C  -1.939  0.379  0.035
O  -2.338  1.534  0.637
H  1.929  -0.566  1.401
H  1.814  1.014  0.624
H  3.435  0.097  0.640
H  1.715  -0.069  -1.457
H  2.486  -1.560  -1.044
H  1.059  -1.531  -0.088
H  -0.157  0.884  -0.764
H  -0.071  0.459  0.884
H  -2.375  0.250  -0.982
H  -2.309  -0.517  0.570

Calculated values
E_HOMO = -2.073 eV
Gap between HOMO and LUMO = 5.63 eV
Total charge = -1
Multiplicity = 1

natural (NBO) population analysis, charges in e, atoms 1 to 8: number 1, C, carries -0.648; number 2, C, carries -0.398; number 3, N, carries -0.541; number 4, C, carries -0.330; number 5, C, carries -0.003; number 6, O, carries -0.956; number 7, H, carries 0.209; number 8, H, carries 0.242


We obtain largest force on an atom values of 1.5; 3.4; 3.4 eV/A for the records listed above, in that order.
We obtain electronic energy values of -6751.70191; -992.92676; -288.20839 hartree for the records listed above, in that order.